Formula: C10H16N2O2
Source: OMol25
Level of theory: ωB97M-V with the def2-TZVPD basis set

Summary:
Multiplicity   3
Orbital gap (spin up / spin down)   6.4 / 7.0 eV
Energy relative to the best compared isomer or geometry (same formula, charge and spin)   446.3 kJ/mol
Highest occupied orbital energy (spin up / spin down)   -5.5581 / -8.5074 eV
DFT total energy   -650.23628 hartree
Lowest unoccupied orbital energy (spin up / spin down)   0.9 / -1.5 eV
Expectation value of S²   2.022

Cartesian coordinates (Å):
C -1.985 0.559 -0.473
C -1.222 -0.525 -0.780
C 2.079 2.471 0.809
C 0.702 3.026 0.563
C 1.919 1.533 -0.349
C 0.556 2.097 -0.609
C -1.784 -1.696 -1.502
C -1.239 -1.458 2.245
C -0.215 -2.130 1.778
C 0.221 -0.373 -0.675
N 0.705 0.787 -0.042
N 1.134 -1.230 -1.100
O 0.744 -2.505 -1.578
O 2.358 -1.136 -0.980
H -1.753 1.240 0.181
H -3.051 0.409 -0.776
H 2.778 3.193 0.711
H 2.335 1.924 1.793
H -0.098 2.689 1.368
H 0.775 4.072 0.381
H 2.683 1.061 -1.068
H -0.031 2.271 -1.464
H -1.403 -2.553 -0.977
H -2.835 -1.737 -1.475
H -1.604 -1.809 -2.533
H -1.430 -0.683 3.039
H -2.137 -1.708 1.673
H 1.506 -3.028 -1.410
H -0.443 -2.664 0.899
H 0.736 -2.096 2.350